# 1
Molecular formula: C14H16O
Method: DFT, ωB97M-V with the def2-TZVPD basis set

Geometry as XYZ:
```
31
Properties=species:S:1:pos:R:3:forces:R:3:mulliken_charge:R:1
C 1.77856 0.94612 2.10354 0.1 -3.9 -1.9 -1.11
C 1.77791 1.46269 0.65703 -2.9 1.2 1.8 0.81
C 2.60471 1.05502 -0.36310 -1.5 2.1 -1.2 -0.65
C 2.51318 1.79763 -1.57538 -0.4 -1.4 1.1 -0.37
C 1.57933 2.78995 -1.77615 2.6 -0.4 -2.4 0.20
O 1.58159 3.37096 -3.09925 1.1 0.7 2.8 -0.55
C 0.78867 3.18900 -0.75774 -2.0 2.3 -1.0 -0.43
C 0.75209 2.45472 0.40186 0.7 0.6 0.0 -0.47
H 2.74607 0.27224 2.16995 -2.0 1.4 0.6 0.31
H 0.83947 0.25366 2.25628 1.8 1.1 -0.3 0.17
H 1.67116 1.71652 2.82716 0.5 0.7 0.5 0.35
H 3.09317 0.12185 -0.33620 1.2 -0.6 0.3 0.41
H 3.11153 1.48580 -2.38644 0.6 -0.2 -0.9 0.41
H 0.91050 2.91675 -3.54682 -1.6 -0.9 -1.2 0.33
H 0.19385 4.14895 -1.01831 0.4 -1.9 0.9 0.24
H -0.11942 2.79704 0.99939 1.2 -0.8 0.7 0.35
C -2.34094 -3.48312 1.82750 -0.9 1.1 0.8 -1.39
C -1.86274 -2.44484 0.80955 -1.1 -2.8 -0.9 1.10
C -1.95234 -1.07698 0.94715 -1.3 1.4 1.6 -0.68
C -1.53443 -0.27899 -0.07215 0.8 2.6 -2.1 0.10
C -1.01158 -0.71516 -1.33249 -1.5 -2.6 4.8 -0.95
C -1.01880 -2.07404 -1.44277 -1.6 -3.7 -0.5 -0.30
C -1.59216 -3.01295 -0.45808 1.8 4.3 0.5 -0.77
H -3.41311 -3.73515 1.56538 1.2 -0.1 0.4 0.29
H -2.35690 -3.10017 2.88393 0.1 -0.2 -1.0 0.35
H -1.67165 -4.34825 1.81027 -0.4 0.0 -0.1 0.38
H -2.52373 -0.55758 1.82558 1.5 -1.3 -1.4 0.22
H -1.59750 0.82023 -0.00584 -0.1 -0.6 0.4 0.33
H -0.49248 -0.13854 -1.97958 1.1 2.0 -2.0 0.60
H -0.76141 -2.56123 -2.38607 0.3 0.3 0.1 0.32
H -1.69257 -4.07213 -0.54818 0.2 -0.4 -0.6 0.40
```
Forces are in eV/Å.

lowest unoccupied orbital energy = 0.78 eV
E_HOMO = -8.776 eV
charge = 0
HOMO-LUMO gap = 0.35115 hartree

---

# 2
Molecular formula: C14H16O
Method: DFT, ωB97M-V with the def2-TZVPD basis set

Geometry as XYZ:
```
31
Properties=species:S:1:pos:R:3:forces:R:3:mulliken_charge:R:1
C 3.83576 1.38886 -2.76602 -0.2 -0.6 -1.1 -1.47
C 3.01510 1.30796 -1.59378 -1.9 2.8 4.4 0.38
C 2.13197 0.28747 -1.23807 1.0 2.4 1.6 -0.50
C 1.49542 0.17279 -0.01853 0.7 0.3 -0.1 -0.57
C 1.80195 1.12922 0.93748 -0.4 -0.6 -1.3 0.64
O 1.33177 0.75557 2.13105 0.4 1.5 2.9 -0.50
C 2.51034 2.29112 0.61427 0.1 -0.8 1.0 -0.78
C 3.10310 2.38654 -0.63149 -1.5 -3.1 -0.7 -0.57
H 4.69350 2.01019 -2.70331 1.1 0.1 0.6 0.41
H 3.35513 1.77562 -3.62660 -1.0 0.2 -1.0 0.30
H 4.01694 0.35706 -2.91935 1.2 -0.9 -1.1 0.38
H 2.01613 -0.47924 -1.84929 -0.5 -3.4 -3.1 0.58
H 0.91560 -0.71577 0.28035 0.4 0.6 -0.3 0.62
H 1.67988 1.35510 2.84518 -0.6 -0.8 -1.0 0.32
H 2.73231 2.94174 1.46064 -0.1 0.4 -0.5 0.24
H 3.56102 3.23900 -0.97708 1.4 1.9 -0.2 0.50
C -3.36667 0.90018 0.57535 0.4 3.1 0.4 -1.27
C -3.10715 -0.50631 0.23585 4.7 0.5 -0.7 0.54
C -3.96831 -1.45473 0.54585 -0.5 -2.9 0.5 -0.53
C -3.62985 -2.83805 0.67686 0.8 1.3 -0.6 -0.49
C -2.34142 -3.28123 0.51186 -0.2 2.8 -1.1 -0.68
C -1.43423 -2.27323 0.02674 -1.1 -1.9 0.7 -0.24
C -1.77212 -0.96319 -0.09487 -2.0 -0.4 0.6 -0.44
H -3.83234 0.88247 1.56244 0.2 0.4 0.1 0.31
H -4.04393 1.48402 -0.02939 -0.9 -0.5 -0.7 0.34
H -2.54983 1.72763 0.57000 -0.5 -2.2 0.3 0.27
H -4.90044 -1.10277 0.83831 -2.0 0.1 0.5 0.43
H -4.38654 -3.53322 0.82519 -1.4 -1.1 0.7 0.42
H -2.05403 -4.29288 0.62424 0.2 -0.8 0.1 0.42
H -0.49982 -2.65915 -0.28394 1.2 0.1 -0.1 0.43
H -1.00106 -0.31878 -0.35483 0.9 1.5 -0.6 0.52
```
Forces are in eV/Å.

lowest unoccupied orbital energy = 0.78 eV
E_HOMO = -8.056 eV
charge = 0
HOMO-LUMO gap = 0.32479 hartree

---

# 3
Molecular formula: C14H16O
Method: DFT, ωB97M-V with the def2-TZVPD basis set

Geometry as XYZ:
```
31
Properties=species:S:1:pos:R:3:forces:R:3:mulliken_charge:R:1
C -1.52002 -2.13450 -0.45903 -1.0 -0.7 0.7 -1.39
C -0.86551 0.27432 -0.71016 -0.3 0.0 -0.1 -0.44
C -1.30770 -0.94543 -1.28851 0.6 0.2 0.1 0.59
C -0.53325 1.33397 -1.50302 -0.8 -0.8 0.8 -0.04
C -1.39958 -1.04082 -2.70318 -0.9 -0.2 -0.5 -0.59
C -0.86227 1.25700 -2.88221 1.4 0.3 -0.8 0.59
C -1.21508 0.03049 -3.51693 0.1 -0.1 0.8 -0.60
O -0.65044 2.35818 -3.56335 0.4 0.2 -0.4 -0.42
H -0.82273 0.35431 0.36933 0.4 0.0 0.0 0.55
H -0.04804 2.16611 -1.02374 -0.2 0.6 -0.4 0.47
H -1.12929 -3.05480 -0.88625 0.2 0.0 -0.2 0.43
H -2.59382 -2.35819 -0.32878 0.0 0.2 -0.4 0.36
H -1.77906 -1.95787 -3.14542 0.4 -0.1 0.1 0.41
H -1.28438 -0.07136 -4.58951 -0.2 0.2 -0.1 0.36
H -0.51755 2.24135 -4.52620 -0.5 -0.1 0.4 0.38
H -1.20571 -2.05637 0.57674 0.5 0.3 0.0 0.26
C 1.15905 -1.96394 2.38090 1.9 -0.5 -0.8 -1.50
C 2.19547 0.18198 1.22238 -0.2 0.1 0.4 -0.49
C 1.32006 -0.49392 2.07024 -1.8 -0.1 0.9 1.07
C 2.04343 1.55472 1.05817 0.4 0.8 -1.0 -0.26
C 0.34364 0.27413 2.72579 -0.2 0.8 -1.0 -0.62
C 1.02876 2.32352 1.62889 0.3 -1.4 0.5 -0.83
C 0.18502 1.63439 2.48387 0.7 0.3 0.9 -0.40
H 3.04306 -0.26844 0.72204 -0.1 -0.3 0.1 0.45
H 2.77533 2.05275 0.42506 -0.1 0.0 0.1 0.38
H 0.97315 -2.54687 1.47433 -0.4 0.1 0.0 0.28
H 0.44029 -2.18260 3.15778 -0.3 0.2 -0.1 0.35
H -0.41909 -0.15907 3.35355 0.3 -0.4 0.3 0.29
H 0.94253 3.39107 1.57167 0.2 0.3 -0.3 0.50
H -0.39698 2.20578 3.18662 -0.8 0.1 -0.2 0.42
H 2.10073 -2.39989 2.71893 0.2 0.1 0.2 0.42
```
Forces are in eV/Å.

lowest unoccupied orbital energy (spin up / spin down) = -3.52 / -7.20 eV
E_HOMO (spin up / spin down) = -11.980 / -11.979 eV
2S+1 = 2
charge = +1
HOMO-LUMO gap (spin up / spin down) = 0.31072 / 0.17568 hartree

---

# 4
Molecular formula: C14H17AsIrN2S3
Method: DFT, ωB97M-V with the def2-TZVPD basis set

Geometry as XYZ:
```
38
Properties=species:S:1:pos:R:3:forces:R:3:mulliken_charge:R:1
Ir 0.39153 0.78980 1.13901 0.2 0.0 1.0 1.06
C -0.80547 -1.31995 3.60194 0.0 0.0 0.1 -1.12
C -0.04235 -0.07853 3.24968 -0.3 -0.4 0.3 0.48
C -0.71150 1.15658 3.10302 -0.1 0.4 0.2 -0.12
C 0.02030 2.33253 2.81716 -0.2 -0.1 -0.4 -0.88
C 1.41641 2.29255 2.63028 -0.1 0.0 -0.1 -0.14
C 2.07113 1.05593 2.74986 0.0 -0.2 -0.5 -0.76
C 1.34688 -0.12684 3.01803 0.5 0.0 0.2 -0.23
H -1.59720 -1.08753 4.31187 0.0 0.0 0.0 0.40
H -0.14861 -2.07394 4.02936 0.0 0.0 0.0 0.40
H -1.27729 -1.75311 2.71710 0.0 0.0 0.1 0.21
H -1.78705 1.20012 3.20843 0.0 0.0 0.1 0.40
H -0.50614 3.25889 2.62913 0.0 0.0 0.1 0.42
H 1.95500 3.17865 2.33097 0.0 0.0 0.1 0.46
H 3.12482 1.00003 2.50956 0.0 -0.1 0.1 0.38
H 1.85945 -1.07839 3.05512 0.0 0.0 0.1 0.39
S 1.97759 0.44666 -0.47561 0.3 -0.1 -0.3 -0.30
C 1.51164 1.56486 -1.74231 -0.6 0.3 0.1 0.39
C 2.34982 1.54993 -2.89527 0.2 0.1 -0.1 -0.20
N 3.05810 1.48453 -3.79960 -0.1 0.0 0.0 -0.41
C 0.39311 2.32588 -1.65142 0.5 -0.4 0.0 0.47
S -0.70406 2.20223 -0.29523 -0.2 0.2 -0.3 -0.36
C -0.03762 3.19682 -2.69537 0.0 0.1 -0.2 -0.10
N -0.44262 3.88049 -3.52700 0.0 -0.1 0.1 -0.39
C 0.78305 -2.25263 -2.40061 0.0 0.0 0.0 -0.94
As -0.86304 -1.58630 -1.66624 0.2 0.1 0.0 0.61
C -1.57434 -0.25974 -2.85613 0.0 -0.1 0.1 -0.99
C -2.10345 -3.04897 -1.67161 0.0 0.0 0.0 -1.13
S -0.80308 -1.08552 0.45009 -0.2 -0.1 -0.5 -0.36
H 0.55119 -2.82110 -3.30113 0.0 0.0 0.0 0.43
H 1.25758 -2.89255 -1.66088 0.0 0.0 0.0 0.35
H 1.43491 -1.41662 -2.63501 0.0 0.0 0.0 0.27
H -1.90829 -0.77881 -3.75449 0.0 0.0 0.0 0.46
H -0.79381 0.44825 -3.11168 0.0 0.1 0.0 0.27
H -2.40452 0.24915 -2.37465 0.0 0.0 0.0 0.36
H -2.19872 -3.40639 -2.69568 0.0 0.0 0.0 0.41
H -3.06649 -2.70154 -1.30630 0.0 0.0 0.0 0.38
H -1.72689 -3.84541 -1.03440 0.0 0.0 0.0 0.38
```
Forces are in eV/Å.

lowest unoccupied orbital energy = -3.87 eV
E_HOMO = -10.760 eV
charge = +1
HOMO-LUMO gap = 0.25309 hartree

---

# 5
Molecular formula: C14H17BCuF6N6O
Method: DFT, ωB97M-V with the def2-TZVPD basis set

Geometry as XYZ:
```
46
Properties=species:S:1:pos:R:3:forces:R:3:mulliken_charge:R:1
H -0.66145 2.69753 0.94521 -0.1 -0.1 0.2 0.75
N -0.18910 1.36883 -0.63906 0.2 2.0 0.4 0.64
B 0.60025 0.34213 -2.86287 -0.4 -0.5 1.5 0.21
N 0.43066 1.53162 -1.86285 -0.4 1.0 0.7 -0.19
C 0.82636 2.81587 -1.98312 -0.4 -0.3 0.6 0.05
Cu -1.03721 -0.53801 0.00654 3.4 0.9 2.9 -0.36
H 1.36792 3.16940 -2.85814 -0.2 -0.2 0.3 0.44
C 0.42748 3.49895 -0.84140 0.1 0.4 0.3 -1.41
H 0.57082 4.54229 -0.61794 0.1 0.0 -0.1 0.42
C -0.19926 2.56719 -0.00708 0.8 -0.2 -2.2 -0.50
H 0.95217 0.64697 -3.97202 -0.1 0.0 0.3 -0.10
C -1.40739 -2.42300 0.65534 -0.6 -1.5 0.6 -0.93
H -1.57069 -2.37292 1.71681 -0.8 0.6 0.4 0.30
H -0.57850 -3.12547 0.66435 0.6 0.4 -0.9 0.31
H -2.24242 -2.84095 0.09205 0.0 0.1 0.0 0.36
N -0.84311 -0.24112 -2.83282 -1.4 0.6 -1.0 -0.44
N 1.48634 -0.68570 -2.15026 -0.1 0.0 1.4 -0.10
N -1.56278 -0.44896 -1.68789 -2.7 -2.5 -4.1 1.00
N 1.11202 -1.01590 -0.85645 0.4 -1.1 -1.2 0.18
C -1.65437 -0.40054 -3.91986 -0.1 0.0 1.5 -0.15
C 2.68858 -1.22025 -2.43525 -0.1 0.7 -0.6 -0.09
H -1.37378 -0.07472 -4.92165 0.2 -0.4 0.5 0.41
H 3.14640 -0.87870 -3.38116 -0.1 -0.7 0.7 0.41
C -2.87992 -0.85592 -3.43738 -0.9 -0.1 -1.6 -1.19
C 3.08968 -1.98031 -1.35531 0.6 -0.3 0.2 -1.15
C -2.78114 -0.93979 -2.07266 1.5 1.0 0.0 -0.36
C 2.05560 -1.84398 -0.40155 -0.3 0.8 -0.7 -0.21
H -3.78369 -1.04075 -4.02924 0.6 -0.1 0.3 0.36
H 4.03674 -2.51630 -1.23594 -0.6 0.2 -0.1 0.36
H -3.48848 -1.32936 -1.36371 0.0 0.2 0.2 0.52
H 1.93215 -2.28590 0.57479 0.1 0.1 0.0 0.46
H -1.75369 0.92722 -0.01685 1.3 -1.1 -0.5 0.48
C 1.21014 1.34089 2.98933 0.3 0.5 -0.2 -1.78
C 0.20737 0.19426 2.85978 -0.1 -0.3 1.0 0.58
O 0.06370 -0.33415 1.61981 0.2 0.1 0.6 -0.10
C 0.72886 -0.88197 3.93651 -0.1 0.0 0.0 0.61
F 0.74361 -0.37664 5.21970 0.0 -0.5 -1.2 -0.27
F -0.04043 -1.99387 3.96507 0.7 0.5 -0.1 -0.24
F 2.01619 -1.25571 3.65438 -1.2 0.2 0.2 -0.26
C -1.16801 0.71084 3.36828 -0.2 -0.2 0.0 0.57
F -1.14478 1.40196 4.53256 -0.1 -0.4 -0.7 -0.28
F -1.67934 1.56775 2.42461 -0.1 -0.3 0.6 -0.20
F -2.04673 -0.31028 3.49532 0.2 0.8 0.0 -0.25
H 2.21885 1.00585 2.73118 -0.2 -0.1 0.1 0.38
H 1.21554 1.74874 4.00943 0.0 -0.1 -0.3 0.44
H 0.95882 2.13288 2.28141 0.0 -0.1 0.2 0.35
```
Forces are in eV/Å.

lowest unoccupied orbital energy (spin up / spin down) = -1.96 / -1.95 eV
E_HOMO (spin up / spin down) = -8.407 / -9.056 eV
2S+1 = 2
charge = 0
HOMO-LUMO gap (spin up / spin down) = 0.23681 / 0.26123 hartree

---

# 6
Molecular formula: C14H17BrN2O3
Method: DFT, ωB97M-V with the def2-TZVPD basis set

Geometry as XYZ:
```
37
Properties=species:S:1:pos:R:3:forces:R:3:mulliken_charge:R:1
N -2.33287 1.17517 -2.51884 -0.5 -0.5 0.1 -0.50
C -2.26908 -0.03287 -1.75228 0.3 0.3 -0.1 0.49
C -3.39411 -0.50883 -1.07795 0.4 -0.2 0.1 -0.65
C -3.33694 -1.66982 -0.32275 0.2 0.0 -0.1 -0.62
C -2.15746 -2.40219 -0.24870 -0.3 0.4 -0.1 -1.04
C -1.04400 -1.94509 -0.93657 -0.2 0.1 0.0 0.63
C -1.06541 -0.75110 -1.67105 -0.5 -0.3 0.1 0.58
C 0.22160 -0.30481 -2.28283 -0.4 0.0 0.2 0.14
O 0.49833 0.85531 -2.44809 0.2 0.5 -0.3 -0.57
C 1.22077 -1.35258 -2.59967 -0.3 0.0 0.1 -0.47
C 1.20254 -2.48636 -1.91448 0.7 -0.3 -0.4 -0.20
Br 2.52316 -3.80976 -2.18326 -0.1 0.1 0.1 -0.12
C 0.19699 -2.75380 -0.85865 -0.1 0.3 -0.2 0.68
O 0.38300 -3.57534 -0.00650 0.1 -0.6 0.5 -0.58
H -2.49346 0.92700 -3.49094 0.3 0.2 -0.1 0.26
H -3.14839 1.70977 -2.24032 0.0 0.0 0.0 0.26
H -4.31391 0.04997 -1.15512 -0.1 0.1 0.0 0.36
H -4.21366 -2.01497 0.20397 -0.1 0.0 0.0 0.40
H -2.11654 -3.31038 0.32741 0.2 -0.1 0.1 0.50
H 1.96959 -1.10133 -3.33144 0.2 0.0 0.0 0.52
C 2.34091 2.59779 3.17611 -0.1 0.1 0.0 -0.64
O 1.81193 2.89809 1.89915 0.1 0.0 0.1 -0.42
C 1.99044 1.89581 0.91629 0.0 0.0 -0.2 -0.93
C 0.94093 0.77714 0.94406 -0.1 0.0 0.3 1.54
C 1.13551 -0.23348 2.07108 0.0 -0.1 0.0 -1.61
N -0.42752 1.29881 0.99127 0.1 0.1 -0.1 -0.57
H 3.26268 2.01362 3.10025 0.0 0.0 0.0 0.30
H 1.61922 2.05880 3.79495 0.1 -0.1 0.0 0.23
H 2.56704 3.54366 3.66811 0.0 0.0 0.0 0.26
H 1.90727 2.41119 -0.04392 0.0 0.0 0.0 0.32
H 3.00695 1.48409 0.97540 0.0 -0.1 0.1 0.46
H 1.04810 0.23462 0.00316 0.1 0.0 0.0 -0.65
H 0.81452 0.16340 3.03399 0.0 0.1 0.0 0.34
H 0.54265 -1.12893 1.87979 0.0 0.0 0.0 0.34
H 2.18154 -0.53531 2.15591 0.0 0.0 0.0 0.34
H -0.58801 1.87684 0.16915 0.0 -0.1 0.0 0.30
H -0.48434 1.94590 1.77329 0.0 -0.1 0.0 0.33
```
Forces are in eV/Å.

lowest unoccupied orbital energy = -1.16 eV
E_HOMO = -9.032 eV
charge = 0
HOMO-LUMO gap = 0.28930 hartree

---

The following energy relative to the best compared isomer or geometry (same formula, charge and spin) values (in kcal per mole) correspond, in order, to the records above: 59.3 52.5 19.4 0.0 89.6 48.5.
The following total energy values (in Ha) correspond, in order, to the records above: -618.22149 -618.23230 -618.00486 -4187.63988 -3211.85681 -3452.89020.
The following F_max values (in eV/Å) correspond, in order, to the records above: 5.62 5.49 2.11 0.98 5.55 0.89.